No. 1
This record from the OMol25 dataset describes one molecule with the formula C14H22BrNO. The level of theory is the ωB97M-V functional and the def2-TZVPD basis.

SMILES: CCN(CC)CCCOc1ccc(C)cc1Br
electronic energy: -88454.680 eV
orbital gap: 9.01 eV
lowest unoccupied orbital energy: 0.823 eV

Structure (ORCA input):
```
! RIJCOSX wB97M-V def2-TZVPD def2/J DEFGRID3
* xyz 0 1
C -3.60 -2.18 1.10
H -3.96 -2.67 2.00
H -4.10 -2.63 0.25
H -2.53 -2.35 1.01
C -3.93 -0.68 1.19
N -3.46 0.18 0.12
C -2.15 0.76 0.30
H -2.13 1.23 1.28
C -0.93 -0.18 0.17
C 0.37 0.61 0.17
O 1.43 -0.32 0.08
C 2.70 0.14 0.04
C 3.10 1.46 0.11
C 4.45 1.79 0.07
C 5.43 0.82 -0.04
C 5.04 -0.51 -0.11
C 3.70 -0.84 -0.07
Br 3.15 -2.65 -0.16
H 5.78 -1.29 -0.20
C 6.89 1.18 -0.10
H 7.04 2.23 0.11
H 7.29 0.96 -1.09
H 7.45 0.59 0.62
H 4.73 2.83 0.13
H 2.37 2.25 0.20
H 0.39 1.31 -0.68
H 0.46 1.19 1.10
H -1.00 -0.75 -0.76
H -0.91 -0.89 1.00
H -2.05 1.55 -0.45
C -3.75 -0.27 -1.23
C -5.25 -0.30 -1.49
H -5.73 -1.10 -0.94
H -5.43 -0.47 -2.55
H -5.70 0.64 -1.20
H -3.32 -1.26 -1.46
H -3.30 0.46 -1.91
H -5.02 -0.57 1.23
H -3.53 -0.28 2.12
*
```

Results of the Mulliken charge analysis, in e, for atoms 1 through 5: number 1, C, carries -0.94; number 2, H, carries 0.40; number 3, H, carries 0.25; number 4, H, carries 0.21; number 5, C, carries -0.69

***

No. 2
This record from the OMol25 dataset describes C14H22Cl12N2O6 as an isolated structure. The level of theory is the ωB97M-V functional and the def2-TZVPD basis.

electronic energy: -180372.679 eV
orbital gap: 8.26 eV
lowest unoccupied orbital energy: -0.157 eV

Structure (ORCA input):
```
! RIJCOSX wB97M-V def2-TZVPD def2/J DEFGRID3
* xyz 0 1
C -2.33 -2.20 0.02
C -3.18 -2.15 -1.18
N -3.78 -2.06 -2.13
H -1.30 -1.98 -0.25
H -2.22 -3.28 0.17
H -2.66 -1.58 0.86
C 0.40 1.02 0.85
C -0.78 0.26 0.47
N -1.74 -0.36 0.19
H 0.25 2.08 0.63
H 1.28 0.71 0.29
H 0.48 0.88 1.93
C -1.25 3.00 -3.19
O -0.96 1.63 -3.27
C -0.17 1.00 -2.34
O 0.48 1.57 -1.48
O -0.05 -0.28 -2.61
C 1.02 -1.04 -1.94
H -1.82 3.18 -2.28
H -1.85 3.29 -4.06
H -0.31 3.53 -3.14
H 0.71 -2.09 -1.91
H 1.12 -0.78 -0.88
H 1.98 -0.65 -2.25
C -0.15 -1.66 0.10
O 1.25 -1.90 0.42
C 1.55 -3.15 0.75
O 0.78 -4.02 1.11
O 2.87 -3.23 0.91
C 3.52 -4.43 1.41
H -0.65 -1.75 1.06
H -0.58 -2.47 -0.50
H -0.39 -0.71 -0.38
H 3.37 -5.28 0.74
H 3.24 -4.71 2.42
H 4.61 -4.35 1.41
C 1.94 -1.25 2.74
Cl 0.19 -0.87 2.61
Cl 2.03 -2.51 3.95
Cl 2.77 0.19 3.27
H 2.17 -1.66 1.76
C 1.25 3.02 2.07
Cl 2.20 4.35 2.88
Cl 1.17 1.60 3.10
Cl 2.04 2.73 0.52
H 0.25 3.32 1.77
C -0.66 4.24 -0.21
Cl -0.38 5.82 0.62
Cl -1.24 2.92 0.89
Cl 0.81 3.81 -0.93
H -1.41 4.32 -0.99
C -3.05 0.69 -1.17
Cl -2.76 2.40 -0.82
Cl -3.93 0.62 -2.76
Cl -4.05 -0.11 0.16
H -2.07 0.29 -1.43
*
```

Results of the Mulliken charge analysis, in e, for atoms 1 through 5: number 1, C, carries -0.72; number 2, C, carries 0.17; number 3, N, carries -0.54; number 4, H, carries 0.01; number 5, H, carries 0.63

***

No. 3
This record from the OMol25 dataset describes a 3-piece molecular cluster, C14H22F3N2O3 overall. The level of theory is the ωB97M-V functional and the def2-TZVPD basis.

electronic energy: -32142.607 eV
orbital gap: 7.13 eV
lowest unoccupied orbital energy: -4.787 eV

Structure (ORCA input):
```
! RIJCOSX wB97M-V def2-TZVPD def2/J DEFGRID3
* xyz 1 1
F 2.29 -2.06 0.98
C 2.96 -1.21 0.17
F 3.71 -0.40 0.90
F 3.79 -1.98 -0.56
C 2.00 -0.49 -0.76
O 1.51 0.72 -0.21
C 0.28 0.60 0.43
C -0.89 1.15 -0.45
C -2.11 0.31 -0.20
C -2.74 -0.33 -1.24
C -3.82 -1.12 -0.91
N -4.16 -1.19 0.37
N -3.61 -0.59 1.39
C -2.58 0.16 1.12
H 2.55 -0.23 -1.67
H 1.22 -1.19 -1.05
H 0.29 1.13 1.39
H 0.05 -0.45 0.66
H -1.08 2.20 -0.25
H -0.60 1.01 -1.49
H -2.40 -0.24 -2.26
H -4.37 -1.68 -1.65
H -4.95 -1.80 0.59
H -2.08 0.66 1.95
C 2.94 0.86 -5.90
C 3.40 0.00 -4.76
O 2.94 0.12 -3.65
C 4.46 -1.03 -5.06
H 2.18 1.56 -5.55
H 3.78 1.43 -6.30
H 2.52 0.24 -6.70
H 5.36 -0.54 -5.42
H 4.10 -1.73 -5.81
H 4.70 -1.58 -4.15
C -2.86 -0.12 4.96
C -2.18 1.21 5.18
O -2.21 2.06 4.31
C -1.47 1.43 6.48
H -3.32 -0.12 3.98
H -2.12 -0.93 5.01
H -3.63 -0.29 5.72
H -0.67 0.69 6.60
H -2.17 1.34 7.31
H -1.03 2.42 6.49
*
```

Results of the Mulliken charge analysis, in e, for atoms 1 through 5: number 1, F, carries -0.29; number 2, C, carries 0.85; number 3, F, carries -0.25; number 4, F, carries -0.26; number 5, C, carries -0.47